No. 1
ORCA calculation (the ωB97M-V functional and the def2-TZVPD basis) on an isolated molecule of C11H13N5.

Results
**Total energy**: -19066.43448 eV
**SMILES**: Cc1ccc2n[nH]c(N=C3NCCN3)c2c1
**Relative energy (zero: lowest compared OMol25 entry of this formula, charge and spin)**: 299.78 kJ/mol
**LUMO level**: 0.45 eV

```
29
Properties=species:S:1:pos:R:3:forces:R:3
C 0.793 4.555 -1.413 0.5 -1.8 0.4
C 1.233 3.136 -1.074 0.3 1.1 0.0
C 2.482 2.671 -1.507 0.2 -0.2 -0.3
C 2.845 1.392 -1.354 2.0 0.8 0.3
C 2.028 0.569 -0.597 1.4 1.0 -3.1
N 2.302 -0.692 -0.573 -1.9 -2.6 2.5
N 1.196 -1.097 0.158 -0.5 -3.1 1.1
C 0.301 -0.123 0.506 -1.9 -0.3 -0.3
N -0.977 -0.212 1.192 2.7 0.6 -2.3
C -1.073 -1.185 2.003 -1.5 3.1 -0.8
N -2.204 -1.293 2.712 -2.6 0.6 1.7
C -2.130 -2.348 3.696 0.5 0.2 0.3
C -0.670 -2.736 3.565 0.9 1.7 0.5
N -0.137 -2.041 2.362 -0.6 -3.9 1.2
C 0.781 0.989 -0.158 1.4 -1.7 1.8
C 0.472 2.286 -0.337 -3.1 3.3 -1.1
H 0.684 4.726 -2.455 -0.2 0.0 -1.0
H -0.110 4.683 -0.911 -1.9 0.5 0.5
H 1.421 5.317 -1.046 1.2 0.7 0.5
H 3.198 3.276 -1.979 0.5 1.2 -0.8
H 3.863 1.089 -1.634 -0.6 -0.2 -0.1
H 1.046 -2.112 0.407 0.5 1.8 -0.6
H -2.808 -0.456 2.872 1.0 -1.3 -0.7
H -2.300 -2.066 4.771 -0.4 -0.1 -1.2
H -2.710 -3.197 3.396 -0.9 -0.4 0.1
H -0.546 -3.778 3.596 0.6 -1.3 -0.2
H -0.187 -2.231 4.383 0.6 -0.4 0.7
H 0.731 -1.612 2.497 1.6 0.5 0.1
H -0.562 2.612 -0.190 0.2 0.0 0.6
```
Forces are in eV/Å.


No. 2
ORCA calculation (the ωB97M-V functional and the def2-TZVPD basis) on an isolated molecule of C11H13NO3.

Results
**Total energy**: -19248.29361 eV
**SMILES**: COC(=O)[C@H](C)/N=C/c1ccc(O)cc1
**Relative energy (zero: lowest compared OMol25 entry of this formula, charge and spin)**: 271.32 kJ/mol
**LUMO level**: 0.20 eV

```
28
Properties=species:S:1:pos:R:3:forces:R:3
C -3.530 -0.953 3.463 -1.1 -1.5 0.9
O -3.326 -0.834 2.047 1.0 -0.6 -0.3
C -2.001 -0.658 1.698 0.6 -0.4 0.5
O -1.137 -0.356 2.481 -0.7 0.2 0.1
C -1.622 -1.148 0.321 0.4 -0.6 -1.1
C -1.702 -2.731 0.412 1.8 0.9 0.4
N -0.283 -0.635 -0.213 -1.8 1.7 0.1
C -0.242 0.570 -0.793 -1.3 -5.2 2.4
C 1.087 0.935 -1.180 2.8 -1.0 -0.3
C 1.253 2.059 -1.973 -1.2 1.0 0.7
C 2.482 2.529 -2.346 1.2 0.4 -0.5
C 3.628 1.809 -1.920 -1.4 1.1 -1.8
O 4.789 2.149 -2.539 0.8 2.1 0.7
C 3.540 0.683 -1.122 -0.6 -1.8 -0.3
C 2.308 0.102 -0.833 -2.2 2.8 0.3
H -4.621 -1.200 3.675 1.3 0.4 -0.8
H -3.332 0.001 3.883 0.4 0.6 0.8
H -2.938 -1.784 3.999 -0.5 1.4 -1.2
H -2.360 -1.006 -0.434 -1.0 1.0 -0.4
H -2.674 -3.029 0.825 0.4 0.1 -0.1
H -1.586 -3.093 -0.629 0.1 -0.1 0.8
H -0.840 -3.041 1.091 -1.2 -0.1 -1.0
H -1.209 1.104 -0.935 1.0 0.3 -0.1
H 0.368 2.691 -2.211 0.6 -0.8 0.1
H 2.545 3.434 -3.050 0.2 -1.5 1.2
H 4.752 3.151 -2.617 0.4 -1.9 -0.2
H 4.397 0.049 -0.911 0.3 0.6 0.0
H 2.254 -0.799 -0.190 -0.3 0.8 -0.8
```
Forces are in eV/Å.


Calculated largest force on an atom (eV/Å), listed in the same order as above: 4.66, 5.87
Calculated orbital gap (hartree), listed in the same order as above: 0.2745, 0.3109